--- a ---
{
  "formula": "C4H5NO2",
  "method": "the ωB97M-V functional and the def2-TZVPD basis",
  "smiles": "O=C1CCN=CO1",
  "e_lumo_ev": 0.72,
  "species": ["O", "C", "C", "C", "N", "C", "O", "H", "H", "H", "H", "H"],
  "xyz": [[-0.92156, 2.40820, 0.01191], [-0.35400, 1.35894, 0.09361], [-1.02100, 0.01902, 0.28304], [-0.23053, -1.16418, -0.30020], [1.21025, -0.98762, -0.30151], [1.68651, 0.15144, -0.07561], [1.01882, 1.34487, 0.09511], [-1.14020, -0.10072, 1.36721], [-2.02271, 0.10265, -0.14343], [-0.55517, -1.39122, -1.32235], [-0.42587, -2.06580, 0.28902], [2.75545, 0.32441, 0.00322]],
  "mulliken_charge": [-0.52, 0.54, -0.43, -0.39, -0.49, 0.09, -0.35, 0.25, 0.33, 0.31, 0.28, 0.40]
}

--- b ---
{
  "formula": "C4H5NO2",
  "method": "the ωB97M-V functional and the def2-TZVPD basis",
  "e_lumo_ev": -0.93,
  "species": ["O", "C", "C", "C", "N", "C", "O", "H", "H", "H", "H", "H"],
  "xyz": [[-1.08167, 2.44978, 0.08140], [-0.46617, 1.43571, -0.03650], [-1.00751, 0.03220, 0.08702], [-0.28477, -0.81206, -0.92913], [0.91204, -0.53415, -1.27116], [1.63626, 0.38174, -0.52094], [0.91513, 1.48556, -0.22343], [-0.85809, -0.33172, 1.11304], [-2.08146, 0.05698, -0.10614], [-0.81431, -1.61473, -1.44347], [1.34508, -1.49640, 1.82859], [1.78546, -1.05291, 1.42073]],
  "mulliken_charge": [-0.48, 0.52, -0.41, 0.03, -0.29, -0.18, -0.16, 0.24, 0.30, 0.39, 0.06, -0.02]
}

--- c ---
{
  "formula": "C4H5NO2",
  "method": "the ωB97M-V functional and the def2-TZVPD basis",
  "e_lumo_ev": [-1.81, -1.81],
  "species": ["C", "C", "C", "C", "N", "O", "O", "H", "H", "H", "H", "H"],
  "xyz": [[-0.37901, 0.34578, -1.13247], [-1.22684, 0.30555, -0.07346], [1.08876, 0.18252, -0.87534], [-0.88924, -0.28459, 1.15999], [1.37671, 0.65643, 0.33096], [1.88699, -0.24220, -1.71058], [-0.21741, -1.38721, 1.34698], [-0.68651, 0.67755, -2.11194], [-2.19460, 0.78975, -0.11871], [-1.39161, 0.04143, 2.06547], [2.36094, 0.56971, 0.57067], [0.27183, -1.65472, 0.54843]],
  "mulliken_charge": [-0.05, -0.05, 0.13, -0.09, -0.63, -0.69, -0.36, 0.40, 0.34, 0.33, 0.21, 0.45]
}

--- d ---
{
  "formula": "C4H5NO2",
  "method": "the ωB97M-V functional and the def2-TZVPD basis",
  "smiles": "NC1=CCOC1=O",
  "e_lumo_ev": 0.73,
  "species": ["N", "C", "C", "C", "O", "C", "O", "H", "H", "H", "H", "H"],
  "xyz": [[1.05189, 1.63519, 0.44093], [0.34925, 0.54058, 0.00944], [-0.90948, 0.35490, -0.41300], [-1.17484, -1.10725, -0.22151], [0.10977, -1.73453, -0.35268], [1.04541, -0.77228, -0.17482], [2.23041, -0.95321, -0.26687], [0.47867, 2.35264, 0.86082], [1.85592, 1.38888, 1.00497], [-1.61711, 1.04578, -0.84413], [-1.90517, -1.55543, -0.88938], [-1.49326, -1.27815, 0.81724]],
  "mulliken_charge": [-0.53, 0.28, -0.48, -0.27, -0.34, 0.47, -0.56, 0.26, 0.27, 0.39, 0.32, 0.19]
}

The least stable of them is b.